#A
Below is a gas-phase ion, CHO5S (charge -1), with properties calculated with ωB97M-V with the def2-TZVPD basis set.

Geometry as ORCA input:
```
! wB97M-V def2-TZVPD RIJCOSX def2/J DEFGRID3
* xyz -1 1
C 1.3988 0.2838 -0.1033
O -1.5806 -1.5377 -0.3932
O 0.5409 -0.6148 0.2370
O -1.1771 0.8612 -0.8494
O -1.6210 0.0595 1.4578
O 1.6906 1.3472 0.4434
S -1.2036 -0.2659 0.1385
H 1.9520 -0.1333 -0.9309
*
```

As for the SMILES: O=COS(=O)(=O)[O-].

---

#B
Below is a gas-phase ion, CHO5S (charge -1), with properties calculated with ωB97M-V with the def2-TZVPD basis set.

Geometry as ORCA input:
```
! wB97M-V def2-TZVPD RIJCOSX def2/J DEFGRID3
* xyz -1 1
C 0.6627 -0.3751 0.4328
O -0.4033 1.6923 -0.9076
O -1.4211 -0.5305 -1.2066
O -1.8075 0.7137 0.8493
O 1.1149 -1.3960 -0.3710
O 1.8722 -0.2491 -0.1293
S -0.8958 0.4825 -0.3055
H 0.8778 -0.3378 1.6379
*
```

As for the SMILES: O=S(=O)([O-])C1OO1.

---

If we sort the structures by their calculated energies, the order from most to least stable is #A, #B.

---

#A
Below is 5 unconnected molecules or ions with the total composition H10O5, with properties calculated with ωB97M-V with the def2-TZVPD basis set.

Geometry as ORCA input:
```
! wB97M-V def2-TZVPD RIJCOSX def2/J DEFGRID3
* xyz 1 2
O 0.4030 13.5642 8.7937
H 0.2900 14.3944 8.3308
H -0.0913 13.6731 9.6061
O 0.7757 10.6301 7.7145
H 0.0456 11.1571 7.3898
H 1.5470 11.1813 7.5821
O -0.2254 10.4454 10.1106
H 0.2081 10.3708 9.2605
H 0.2264 11.1672 10.5479
O -2.7831 9.7733 6.1563
H -3.2052 8.9163 6.2155
H -1.9175 9.5899 5.7910
O 4.0295 12.9554 9.2010
H 3.4791 12.1962 9.0089
H 4.5520 13.0797 8.4087
*
```

The expectation value of S² is 0.755.

---

#B
Below is 5 unconnected molecules or ions with the total composition H10O5, with properties calculated with ωB97M-V with the def2-TZVPD basis set.

Geometry as ORCA input:
```
! wB97M-V def2-TZVPD RIJCOSX def2/J DEFGRID3
* xyz 1 2
O 0.1008 -1.6313 -2.3261
H 0.3326 -0.9712 -2.9794
H 0.9152 -1.7942 -1.8501
O -2.5266 1.0264 2.2061
H -2.4816 1.9826 2.2081
H -2.1945 0.7724 1.3450
O -0.8607 0.2058 -0.3956
H -0.0432 0.6157 -0.6781
H -0.9789 -0.5316 -0.9943
O 1.7719 1.2300 -1.0283
H 2.4918 0.6858 -1.3474
H 2.1984 1.9126 -0.5103
O 0.2608 -1.5070 2.2194
H 1.0361 -1.0930 2.5985
H -0.0221 -0.9032 1.5326
*
```

The expectation value of S² is 0.758.

---

If we sort the structures by their calculated energies, the order from most to least stable is #B, #A.

---

#A
Below is 2 unconnected molecules or ions with the total composition CHN3OS, with properties calculated with ωB97M-V with the def2-TZVPD basis set.

Geometry as ORCA input:
```
! wB97M-V def2-TZVPD RIJCOSX def2/J DEFGRID3
* xyz 0 1
C -3.7401 0.1605 -0.3264
N -0.8893 1.4838 1.4580
N -0.3017 1.1499 0.5835
N -0.0869 0.5656 -0.4227
O -3.6971 0.7946 -1.2948
S -3.8259 -0.7844 0.9446
H 0.7509 0.6109 -0.9029
*
```

---

#B
Below is a single CHN3OS molecule, with properties calculated with ωB97M-V with the def2-TZVPD basis set.

Geometry as ORCA input:
```
! wB97M-V def2-TZVPD RIJCOSX def2/J DEFGRID3
* xyz 0 1
C 0.0987 -0.8600 0.0476
N -0.2315 1.4188 0.0435
N 0.9748 1.4366 0.0273
N -0.7787 0.1830 0.0271
O -0.0688 -2.0111 0.0329
S 1.7446 -0.0972 0.0247
H -1.7392 -0.0701 -0.2031
*
```

As for the SMILES: O=c1[nH]nns1.

---

If we sort the structures by their calculated energies, the order from most to least stable is #B, #A.